Computed, not measured: a structure of composition C34H70MgO23S6 at a distorted geometry, with wB97M-V/def2-TZVPD.

The calculation puts the energy relative to the best compared isomer or geometry (same formula, charge and spin) at 0.0 kJ/mol. The largest force on an atom comes out at 2.6 eV/Å. The calculation puts the LUMO energy at -0.0178 Eh. As for the net charge: 0. The gap between HOMO and LUMO is 0.2536 Eh. As for the HOMO energy: -7.4 eV.

Each line ends with the Mulliken charge.
Cartesian coordinates (Å):
S -0.6326 2.7852 -3.8191  0.936
S 0.9788 -3.7156 0.7239  0.152
S -1.0925 1.8369 3.6532  1.006
S -1.7567 -2.6067 3.9068  0.406
S -3.7763 -0.4487 -3.6317  0.776
S 2.6140 -1.3979 4.0695  0.214
Mg 0.1483 -0.7477 1.8214  1.838
O -2.0619 5.9127 2.1852  -0.599
O -4.2332 1.0599 3.5911  -0.241
O 4.8978 1.1551 -1.9368  -0.317
O 1.4375 -0.9006 3.3059  -0.635
O 2.8173 4.6826 -1.7685  -0.565
O 3.6879 1.2325 -3.8443  -0.557
O 1.2909 3.9044 -0.3243  -0.622
O -5.4648 -0.7744 3.8482  -0.451
O 1.5516 0.1128 0.7540  0.651
O -2.6931 3.9811 1.2256  -0.554
O -4.9567 0.5073 5.6355  -0.556
O -1.2531 -0.6735 0.3846  -0.577
O -3.8869 1.0567 -3.4541  -0.640
O -0.6047 4.2947 -3.8198  -0.752
O 3.4865 -4.5122 -7.1113  -0.534
O -1.3002 -1.4530 3.0676  -0.619
O 2.3166 -3.7564 -5.3482  -0.356
O 0.4239 -2.5890 1.5370  -0.221
O -0.2793 0.9320 2.7717  -0.854
O -0.8646 4.9774 0.4948  -0.340
O 3.3682 3.1144 -0.2381  -0.417
O 3.7857 -0.6036 -2.6288  -0.271
O 1.4823 -3.5599 -7.3912  -0.350
C -5.2614 -1.0111 -4.5459  -1.168
C 4.6913 -2.3631 -1.2600  -1.775
C -4.8053 -0.9719 2.5782  0.973
C 4.1643 -0.9659 -1.3023  3.601
C 3.9377 -1.6446 2.8363  -0.556
C 0.6248 -2.7728 -6.5937  -0.345
C -0.5530 -0.1900 -0.7241  -0.133
C 1.0688 -3.1101 -5.1660  0.326
C -5.9490 -1.2150 1.6035  -1.485
C 2.1869 -2.9797 -0.4109  0.486
C 1.0171 2.2149 -3.3803  -0.289
C -4.9257 0.3015 4.4624  0.432
C -3.1548 2.5813 -0.7396  -1.269
C 5.1386 0.1707 -0.9366  -0.133
C -0.7403 1.2263 5.3658  -1.050
C 2.5335 3.9760 -0.8616  0.266
C 2.5077 -4.0196 -6.6682  0.579
C -1.1223 3.9313 -0.4518  0.224
C -0.1397 3.3756 3.8348  -0.848
C 1.1148 -1.9203 -4.2071  -0.528
C -2.1834 -2.0386 5.5742  -0.758
C -0.2925 -3.5487 4.4917  -0.640
C 2.6759 2.3180 0.7292  2.109
C 1.2763 2.9659 0.7523  1.035
C 4.1361 0.6435 -2.9033  0.456
C 3.3693 2.3170 2.0801  -1.699
C -0.5893 2.1989 -5.5485  -1.163
C -4.3084 -1.0622 -1.9770  -0.965
C -4.0326 0.3248 2.3797  1.918
C 3.3966 0.0639 4.8390  -0.895
C -1.8866 5.0779 1.3602  0.438
C 0.9352 0.4073 -0.4758  0.724
C -0.2138 -4.1356 -0.5724  -0.742
C -2.1390 3.0707 0.2895  3.017
H 0.1981 -1.3354 -4.1479  0.386
H 0.2626 -3.8943 3.6232  0.017
H 4.0026 -3.1250 -1.6408  0.171
H 2.6991 0.5029 5.5516  0.313
H -1.1369 -4.5267 -0.1419  0.415
H -0.3541 -1.0409 -1.4189  -0.549
H -0.7968 4.0957 4.3242  0.493
H 0.4038 -3.8537 -4.7169  0.291
H 3.8579 3.2622 2.3049  0.286
H -2.3263 -2.8802 6.2533  0.549
H -5.1258 -0.6561 -5.5648  0.379
H 0.7630 3.2320 4.4241  0.539
H -1.7140 0.9190 5.7534  0.353
H 0.6958 -1.7274 -6.8957  0.283
H 3.2728 -0.8374 -0.6739  -2.066
H 1.1528 2.2422 -2.2980  -0.970
H -6.1507 -0.5337 -4.1349  0.330
H 1.0745 3.4985 1.6822  -0.480
H -5.3645 -2.0893 -4.4383  0.362
H 1.7974 -2.3172 -1.1805  -0.459
H -1.3545 -1.5356 6.0802  0.186
H 0.7704 1.5003 -0.5444  0.262
H 2.9251 -2.4606 0.1973  -0.831
H -0.4309 -3.0494 -6.6350  0.299
H -4.2218 -2.1485 -1.9608  0.509
H 6.1652 -0.2057 -0.9971  0.380
H 0.4173 2.2658 -5.9666  0.392
H 3.8275 -0.7987 2.1524  -0.247
H -2.9668 0.1216 2.2431  -0.990
H 4.9155 -1.5839 3.3061  0.587
H 4.9955 -2.6203 -0.2454  0.372
H 2.6931 -3.8164 -0.9020  0.644
H -3.5774 -0.6305 -1.2901  -0.111
H -0.5455 -4.4407 5.0669  0.551
H 4.9993 0.5727 0.0634  -0.038
H -0.1121 0.3407 5.3118  -0.057
H 1.9141 -1.2010 -4.4077  0.387
H -3.5376 3.3106 -1.4527  0.462
H -4.1798 -1.8652 2.6269  -0.094
H -6.4984 -2.1066 1.9063  0.413
H -2.5910 1.8291 -1.2991  -0.228
H 1.5824 0.1530 -1.3319  -0.666
H -0.4823 -3.2227 -1.1089  -0.065
H 1.3860 -2.2982 -3.2196  -0.371
H 3.7345 0.8302 4.1400  0.165
H -4.0506 2.0644 -0.3897  0.251
H -3.0208 -1.3495 5.4844  -0.029
H -1.4951 4.3686 -1.3776  0.666
H 1.7606 2.8959 -3.7958  0.767
H -1.2406 0.4121 -1.3432  -0.632
H 1.2332 1.2070 -3.7285  0.125
H -5.3031 -0.6978 -1.7375  0.521
H -0.1645 3.4430 -0.6286  -0.285
H 3.6646 -2.5727 2.3427  0.224
H 0.5115 2.2053 0.5867  -0.010
H 4.1486 1.5627 1.9264  0.441
H -6.5865 -0.3379 1.5130  0.409
H 2.7274 1.9904 2.8942  -0.189
H -1.7323 2.2138 0.8363  -1.317
H -4.3429 0.8140 1.4569  -0.530
H 2.5702 1.3087 0.3256  -1.153
H 0.1236 -4.8923 -1.2808  0.459
H 0.3407 -2.9244 5.1198  0.154
H 4.2940 -0.2012 5.4041  0.482
H 0.1137 3.7311 2.8365  0.066
H -0.7991 1.1282 -5.5474  0.240
H 5.4911 -2.5672 -1.9802  0.532
H -5.5704 -1.4788 0.6135  0.183
H -1.2883 2.8197 -6.0998  0.423
H -0.3333 1.9590 6.0598  0.556

***

Computed, not measured: a cluster of 12 separate species, C34H70N6O10 in total at a distorted geometry, with wB97M-V/def2-TZVPD.

The calculation puts the energy relative to the best compared isomer or geometry (same formula, charge and spin) at 18.5 kJ/mol. The largest force on an atom comes out at 1.8 eV/Å. As for the SMILES: CN(C)C=O.CN(C)C=O.CN(C)C=O.CN(C)C=O.CC(C)=O.CC(C)=O.CC(C)=O.CC(C)=O.CC(C)=O.CC(C)=O.CC#N.CC#N. The calculation puts the LUMO energy at 0.0030 Eh. As for the net charge: 0. The gap between HOMO and LUMO is 0.3327 Eh. As for the HOMO energy: -9.0 eV.

Each line ends with the Mulliken charge.
Cartesian coordinates (Å):
O -27.4544 0.0823 3.2184  -0.673
O -27.2700 -1.9238 -0.3702  -0.438
O -21.6980 1.4285 6.7643  -0.552
O -29.2695 3.1859 7.2233  -0.576
O -26.5011 0.0580 -3.2973  -0.717
O -24.0616 -3.7129 -3.8007  -0.639
O -21.3591 0.4460 1.1560  -0.459
O -31.7874 1.0539 -2.2541  -0.564
O -21.0383 1.8945 -5.0536  -0.596
O -26.7353 2.8884 -0.0980  -0.182
N -20.4044 4.4213 4.0126  -0.474
N -25.7423 0.0479 1.6957  0.831
N -30.8508 -0.4977 2.4708  -0.487
N -27.5024 2.0335 -3.8454  0.241
N -30.9942 2.7946 -1.0360  0.206
N -22.2642 1.1097 -3.3189  0.149
C -29.2347 -2.3511 3.3007  -0.741
C -27.0306 0.2098 2.0810  -0.204
C -27.0784 1.0804 -2.9774  0.568
C -24.8010 -0.4022 2.6999  -0.908
C -28.3720 -2.1781 -0.8087  0.856
C -28.9311 -1.4352 -2.0019  0.256
C -21.1424 0.5877 -2.5734  -0.935
C -31.5771 2.2423 -2.1242  0.146
C -26.1933 3.6263 0.6976  0.842
C -22.2014 0.3288 6.7549  0.720
C -22.3149 2.7968 3.2933  0.914
C -28.3830 2.9465 6.4501  0.531
C -20.8062 -0.5046 1.6571  0.713
C -24.7129 -2.7497 -3.4453  0.293
C -27.9259 3.9658 5.4162  -0.531
C -27.3328 1.8268 -5.2809  -1.050
C -30.4811 2.0622 0.1157  -0.714
C -30.1416 -1.3212 2.8356  0.490
C -21.5547 -0.7882 7.5253  -1.266
C -23.5585 1.0566 -2.6718  -0.542
C -27.5773 1.6763 6.4952  -0.563
C -24.2958 -1.9984 -2.1982  -0.011
C -30.6397 4.2019 -0.9577  -0.861
C -24.8517 4.2444 0.3696  -1.436
C -29.2384 -3.2215 -0.1943  -1.479
C -20.0411 -0.3813 2.9524  -1.043
C -21.2237 3.6933 3.6848  -0.015
C -26.7745 3.9074 2.0594  -0.927
C -21.0588 -1.8894 1.0801  -0.853
C -22.1140 1.7220 -4.5170  0.164
C -25.3404 0.0689 0.2988  -0.852
C -27.9501 3.3118 -3.3698  -0.576
C -25.9443 -2.3619 -4.1674  -0.585
C -23.4724 0.0703 5.9700  -0.209
H -18.9550 -0.3993 2.8652  0.369
H -28.6429 3.7459 -4.0976  0.302
H -27.6699 4.5214 2.1621  0.393
H -23.2636 3.1820 3.6625  0.329
H -25.3380 -0.9585 -0.0798  0.904
H -31.1423 4.7055 -0.1296  0.319
H -28.1870 -0.7678 -2.4368  -0.794
H -26.0304 4.4098 2.6822  0.500
H -29.5491 -3.3185 2.9034  0.361
H -28.2317 2.2268 -5.7509  0.402
H -24.7923 5.2236 0.8474  0.489
H -25.0453 -2.0253 -1.4059  0.177
H -29.7457 -0.8119 -1.6221  0.213
H -21.4128 -0.3507 -2.0797  0.211
H -21.2408 -1.5952 6.8547  0.307
H -27.0385 2.9533 2.5225  -0.031
H -26.6694 -3.1776 -4.1537  0.353
H -31.8648 3.0060 -2.8662  0.304
H -28.0957 0.8760 7.0245  0.399
H -31.0139 4.6962 -1.8575  0.297
H -20.2368 0.3572 -3.1220  0.353
H -29.5893 -3.9625 -0.9134  0.472
H -28.7295 -3.7044 0.6338  0.244
H -29.3934 2.1654 0.1732  0.046
H -29.5600 4.3184 -0.8694  0.204
H -29.1489 -2.4974 4.3775  0.356
H -27.2016 4.1055 -3.2585  0.231
H -24.6746 4.3422 -0.7022  0.325
H -29.2476 -2.0888 -2.8138  0.493
H -26.4468 2.3540 -5.6399  0.326
H -28.4814 3.2576 -2.4221  -0.006
H -22.2141 -1.2554 8.2581  0.340
H -24.3443 0.4983 0.2054  0.157
H -23.3921 -2.4355 -1.7809  0.368
H -26.0768 0.5843 -0.3077  -0.586
H -28.1960 -2.2248 3.0016  0.082
H -27.2395 0.7684 -5.4971  0.252
H -20.5903 -1.9098 0.0955  0.298
H -20.6389 -2.6082 1.7797  0.368
H -24.4000 0.2722 6.4938  0.308
H -27.3911 1.3143 5.4795  -0.056
H -28.7923 4.1360 4.7707  0.240
H -23.4059 -0.9877 5.6915  0.328
H -23.0767 2.0205 -4.9587  0.319
H -20.6550 -0.4093 8.0027  0.369
H -24.4641 -1.4279 2.5060  0.301
H -30.8912 2.5276 1.0125  0.329
H -24.1394 -0.9689 -2.5364  0.020
H -22.3066 2.6494 2.2147  -0.118
H -20.9828 1.3190 -1.7738  0.361
H -27.7412 4.9231 5.9036  0.423
H -25.6889 -2.1604 -5.2089  0.326
H -20.2899 0.6296 3.2825  0.129
H -23.6394 0.0929 -2.1657  -0.151
H -26.6140 1.8252 6.9837  0.263
H -23.4488 0.5977 5.0193  -0.320
H -22.1843 1.8021 3.7158  -0.672
H -27.2944 1.3875 -1.9410  -0.191
H -20.3617 -1.1588 3.6422  0.338
H -23.9702 3.6754 0.6805  0.071
H -23.7195 1.8331 -1.9159  0.406
H -30.1211 -2.6513 0.1194  0.312
H -24.3580 1.0986 -3.4051  0.286
H -26.4564 -1.5000 -3.7395  -0.201
H -27.6829 0.4805 1.2318  0.418
H -27.0667 3.6422 4.8398  -0.090
H -25.1207 -0.3237 3.7298  0.385
H -30.7461 1.0104 0.0901  0.344
H -23.8661 0.1635 2.5944  -0.019
H -22.1240 -2.0475 0.9243  0.157

***

Computed, not measured: a cluster of 5 separate species, C34H74BN6O8 in total at a distorted geometry, with wB97M-V/def2-TZVPD.

The calculation puts the energy relative to the best compared isomer or geometry (same formula, charge and spin) at 590.9 kJ/mol. The largest force on an atom comes out at 4.7 eV/Å. The calculation puts the LUMO energy at 0.0767 Eh. As for the net charge: -1. The gap between HOMO and LUMO is 0.2700 Eh. As for the HOMO energy: -5.3 eV.

Each line ends with the Mulliken charge.
Cartesian coordinates (Å):
O -4.4001 -2.6544 -5.4620  -0.245
O -3.9166 -1.4909 0.9180  -0.564
O -1.7365 4.1215 9.8997  -0.388
O 2.1516 -2.6566 1.9326  -0.606
O -0.9340 1.7716 1.1982  -0.913
O 4.1209 4.3788 -0.6638  -0.383
O 2.8097 -3.3724 -4.6750  -0.253
O 3.7879 -1.3880 0.8581  -0.560
N -2.3949 -3.2157 1.2816  -0.607
N 1.6732 2.6622 5.8546  -0.642
N -4.5640 -0.7433 -7.6101  -0.744
N 2.5227 -2.0800 -7.2318  -0.767
N -1.3190 2.3460 7.6675  -0.486
N 4.3134 1.5164 -0.4416  -0.337
C 4.8770 -2.6766 -7.0252  -1.414
C 0.0459 -0.5902 1.8354  0.106
C -2.1507 0.9658 9.4945  -1.578
C -0.7708 3.0766 9.9836  -0.792
C -2.3164 0.3507 2.9390  -0.548
C 2.4802 -1.5740 1.4130  0.311
C -2.5974 -1.2220 3.0758  -0.479
C 1.3551 3.3876 4.6723  -0.417
C -1.2734 -0.4520 -1.7518  -0.295
C 3.4816 -2.1449 -4.9351  -0.588
C -0.1648 -1.2864 -2.5563  0.545
C -5.6500 -2.9562 -4.8642  -0.753
C 1.5363 -0.2528 1.3467  0.760
C -2.9334 3.8725 10.6153  -0.645
C -3.0296 -1.9307 1.6891  0.533
C 0.7736 -2.1249 -1.5016  -0.838
C -1.2627 2.0235 -2.4685  -1.555
C -1.6896 1.3862 0.0444  -0.866
C -1.0275 1.8905 9.0309  0.632
C 5.3804 3.7645 -0.4131  -0.735
C 4.9522 2.4166 1.7311  -1.171
C 0.3200 0.6225 4.8001  0.028
C -4.9310 -2.1455 -7.8453  0.335
C 3.7330 -1.8596 -6.4298  0.342
C 1.1445 1.3387 5.8842  -0.623
C 5.2906 2.3722 0.2428  0.135
C -6.4527 -2.2575 -7.8933  -1.381
C 0.5543 2.8994 3.4472  -0.421
C 3.5364 5.0051 0.4678  -0.458
C 0.0043 1.4466 3.4936  0.405
C -0.8190 1.0109 -1.2695  1.706
C -0.9396 -2.4422 -3.4230  -1.321
C 3.6493 -4.5140 -4.7042  -0.808
C -4.2739 -3.0843 -6.8126  -0.743
B -0.8432 0.7330 2.2426  1.508
H 4.4087 -2.0812 -4.3515  0.409
H 2.0777 0.5271 1.9785  -0.010
H 4.6522 -4.2992 -4.3249  0.365
H 1.6051 0.0986 0.2598  -0.646
H -5.4975 -3.0262 -3.7845  0.254
H -0.1099 1.2923 9.0017  0.263
H -4.7513 -0.5417 -6.6275  0.334
H -1.7767 -1.8095 3.6259  0.252
H -2.3147 2.3141 -0.2599  0.242
H -1.6274 -1.1304 -0.8874  -0.515
H 0.1900 -2.5098 -0.6059  0.150
H 4.2869 5.4513 1.1263  0.298
H 5.8490 3.6441 -1.3972  0.344
H -2.7547 3.3098 11.5361  0.289
H 6.2774 1.9048 0.1515  0.388
H 2.8752 5.7977 0.1088  0.278
H 1.7924 -1.4526 -6.8992  0.281
H 5.5409 3.1810 2.2451  0.386
H -6.9394 -1.7461 -7.0610  0.292
H 4.6028 1.4006 -1.4117  0.234
H -3.6499 3.3489 9.9799  0.217
H 3.8951 2.6156 1.9180  0.057
H -0.1064 -3.1107 -3.8587  0.297
H -2.1004 0.0139 8.9582  0.374
H 0.3032 1.1570 -1.1523  -0.647
H -3.1881 0.7899 2.3168  0.274
H -2.4181 0.8195 3.9781  0.297
H 2.8194 -1.3609 -4.5495  0.205
H -1.8628 -3.0979 0.4111  0.234
H 4.0128 -0.8040 -6.5171  0.414
H -1.5589 -3.1321 -2.7464  0.202
H 0.4421 -0.6306 -3.2634  0.211
H -6.7701 -3.3037 -7.8856  0.335
H -4.6291 -4.1166 -6.9239  0.399
H -3.3742 4.8375 10.8790  0.260
H -3.1428 1.3809 9.3073  0.287
H -1.8138 -3.5881 2.0424  0.345
H -0.4410 -1.1839 0.9706  -1.077
H -1.5706 -2.0171 -4.2697  0.329
H 0.1829 3.5356 9.6996  0.356
H -2.2175 -0.3000 -2.4028  0.401
H 0.3798 3.5506 2.5307  0.318
H -0.6106 1.7079 -3.3725  0.328
H -6.0590 -3.9064 -5.2193  0.320
H -3.5334 -1.3282 3.7503  0.409
H 5.1793 1.4540 2.1982  0.351
H 6.0314 4.4371 0.1593  0.419
H 1.6449 -1.4376 -1.2514  -0.080
H 3.1960 -5.2805 -4.0707  0.254
H -0.9464 3.1038 -2.2405  0.384
H 0.1758 -1.2711 2.7596  0.507
H -2.0593 3.0452 7.7331  0.282
H 2.1694 -3.0083 -6.9982  0.344
H -2.4411 0.5434 0.1923  0.072
H -2.0657 0.7488 10.5632  0.361
H -4.5561 -2.4354 -8.8333  0.387
H 3.7586 -0.6426 0.2084  0.414
H 5.1954 -2.2417 -7.9771  0.364
H 5.7433 -2.6838 -6.3583  0.332
H -3.1965 -3.1048 -7.0141  0.339
H 3.4425 2.0448 -0.5100  0.151
H 4.5943 -3.7108 -7.2301  0.288
H -6.8355 -1.8020 -8.8112  0.350
H -0.0376 -0.4655 4.9006  0.133
H 2.9212 4.2910 1.0177  0.063
H -2.3597 1.9144 -2.7527  0.402
H 1.7732 4.4590 4.6056  0.265
H 3.7013 -4.9172 -5.7174  0.239
H 1.3891 0.7153 6.8215  0.318
H 1.1871 -3.0170 -2.0956  0.532
H -0.6557 2.7408 11.0225  0.446
H -3.5524 -0.6536 -7.6867  0.274
H -0.5176 2.8728 7.3216  0.110
H -6.3578 -2.1445 -5.0417  0.245

***

Among the records above, which one has the highest gap between HOMO and LUMO?
C34H70N6O10

***

Number 2 is which compound?
C34H70N6O10

***

Among the records above, which one has the highest HOMO energy?
C34H74BN6O8

***

net charge of number 3 (C34H74BN6O8)?
-1